Here is a cluster of 9 separate species, C37H55F8N3O11 in total in a non-equilibrium geometry from the Open Molecules 2025 dataset. Energies are from ωB97M-V with the def2-TZVPD basis set.

Each line ends with the Löwdin spin population.
Atoms and positions in Å:
C1 22.73705 11.83635 7.60417  0.00
C2 21.67755 11.14703 6.73585  0.00
C3 22.03402 9.73947 6.16783  0.00
F1 21.03014 9.12392 5.71049  0.00
F2 22.94419 9.89914 5.25403  0.00
F3 20.66417 11.18921 7.54934  0.00
F4 21.36903 11.88391 5.71490  0.00
O1 23.06968 11.12779 8.77830  0.00
C4 22.88648 11.76456 10.07863  0.00
C5 24.11628 12.61749 10.36908  0.00
F5 24.36237 13.51332 9.42748  0.00
F6 24.26738 13.25316 11.59761  0.00
F7 21.81698 12.48638 10.15984  0.00
F8 22.80395 10.83921 10.90246  0.00
H1 22.46444 12.84616 7.91087  0.00
H2 23.55402 12.02373 6.90734  0.00
H3 22.41820 9.02039 6.89132  0.00
H4 25.02114 12.01995 10.25820  0.00
O2 19.91684 4.43372 12.66714  0.00
C6 19.16557 4.86759 13.51967  0.00
O3 18.27870 4.06357 14.09848  0.00
C7 17.34913 4.71678 14.99938  0.00
C8 18.20483 5.80869 15.45663  0.00
C9 19.08887 6.23108 14.21107  0.00
H5 17.06086 4.11610 15.86204  0.00
H6 16.47009 5.08944 14.47354  0.00
H7 18.72711 5.67640 16.40416  0.00
H8 17.57076 6.66788 15.67538  0.00
H9 20.10260 6.52790 14.48004  0.00
H10 18.67129 6.99339 13.55334  0.00
O4 16.73127 9.83483 10.47161  0.00
C10 16.82322 10.83673 9.83055  0.00
O5 16.49558 10.90644 8.51194  0.00
C11 16.76335 12.18994 7.99356  0.00
C12 17.93228 12.70564 8.89588  0.00
C13 17.43651 12.18183 10.28976  0.00
H11 15.89355 12.82623 8.15689  0.00
H12 16.97059 12.22808 6.92412  0.00
H13 18.02145 13.77846 8.72499  0.00
H14 18.86543 12.19534 8.65731  0.00
H15 16.71488 12.82342 10.79544  0.00
H16 18.30003 12.14765 10.95403  0.00
O6 15.94717 5.83529 12.35798  0.00
C14 15.56444 5.81109 11.21982  0.00
O7 16.20043 5.21334 10.09025  0.00
C15 15.47833 5.35820 8.89138  0.00
C16 14.45677 6.42201 9.12386  0.00
C17 14.23691 6.41583 10.73420  0.00
H17 14.89071 4.50476 8.55308  0.00
H18 16.14436 5.57362 8.05586  0.00
H19 13.49866 6.47741 8.60707  0.00
H20 14.82813 7.42454 8.91146  0.00
H21 13.44303 5.70704 10.96973  0.00
H22 13.95069 7.37345 11.16911  0.00
O8 20.35031 6.70188 2.40099  0.72
C18 19.42325 6.38072 3.10903  0.09
O9 18.71904 5.20647 3.06739  0.07
C19 17.67792 5.11433 4.03529  0.01
C20 17.50504 6.59019 4.39471  0.03
C21 18.84018 7.21255 4.14686  0.08
H23 18.04306 4.57568 4.90972  0.00
H24 16.69173 4.73264 3.77100  0.00
H25 17.18576 6.68080 5.43296  0.01
H26 16.70152 6.93451 3.74364  0.00
H27 19.30806 7.08691 5.12328  0.00
H28 18.95457 8.27187 3.91692  0.00
O10 16.50675 13.44006 13.30051  0.00
C22 17.11028 12.37075 13.64088  0.00
O11 18.43210 12.41064 14.10555  0.00
C23 18.70233 11.03569 14.62909  0.00
C24 17.65689 10.11659 14.04051  0.00
C25 16.47040 11.07171 13.88847  0.00
H29 18.70720 11.14094 15.71398  0.00
H30 19.64286 10.68312 14.20578  0.00
H31 17.53121 9.25135 14.69141  0.00
H32 17.93553 9.72596 13.06181  0.00
H33 15.88537 11.01152 14.80619  0.00
H34 15.83026 10.91891 13.01957  0.00
C26 20.17817 8.80067 10.78947  0.00
C27 20.31930 7.60931 9.79344  0.00
C28 18.89601 7.06450 9.36655  0.00
C29 19.06834 5.92524 8.36828  0.00
N1 19.14981 5.11627 7.53504  0.00
H35 21.00387 9.48090 10.58069  0.00
H36 20.18259 8.46525 11.82657  0.00
H37 19.38630 9.54941 10.76894  0.00
H38 20.90127 6.84405 10.30703  0.00
H39 20.80374 8.01320 8.90445  0.00
H40 18.30188 7.90081 8.99821  0.00
H41 18.26815 6.82306 10.22422  0.00
C30 25.41402 5.88831 12.94455  0.00
C31 24.27012 6.53695 13.74227  0.00
C32 23.61511 7.70070 13.02265  0.00
C33 24.27756 9.00285 13.23337  0.00
N2 24.84104 10.03148 13.34612  0.00
H42 26.01034 5.29983 13.64183  0.00
H43 26.05920 6.65531 12.51611  0.00
H44 25.02280 5.15791 12.23634  0.00
H45 24.61177 6.88244 14.71798  0.00
H46 23.53283 5.81428 14.09193  0.00
H47 22.63628 7.93968 13.43844  0.00
H48 23.63391 7.51279 11.94913  0.00
C34 21.18082 0.92408 8.98527  0.00
C35 19.97469 1.81527 8.82380  0.00
C36 19.45589 2.35230 10.11933  0.00
C37 18.55123 1.44082 10.68496  0.00
N3 17.81736 0.66108 11.15672  0.00
H49 21.69567 1.05530 8.03352  0.00
H50 20.82897 -0.10736 8.96466  0.00
H51 21.88119 1.10022 9.80170  0.00
H52 19.21379 1.27596 8.25966  0.00
H53 20.19313 2.69980 8.22548  0.00
H54 18.90629 3.26860 9.90383  0.00
H55 20.23283 2.67752 10.81121  0.00

Values from the calculation:
- E_LUMO (spin up / spin down) (eV) = -4.52 / -9.77
- 2S+1 = 2
- gap between HOMO and LUMO (spin up / spin down) (eV) = 7.36 / 2.10
- HOMO (spin up / spin down) (Ha) = -0.4365 / -0.4365
- max |F| (hartree/bohr) = 0.1221
- E (Ha) = -3233.1975
- charge = +1